1.
C37H40NP3Rh as an isolated structure at a distorted geometry, computed with the ωB97M-V functional and the def2-TZVPD basis.

Output
- 2S+1 = 5
- total charge = +1
- electronic energy (eV) = -71375.185
- Kohn-Sham gap (spin up / spin down) (eV) = 5.8 / 6.1

Each line ends with the Löwdin charge.
Geometry (Å):
1 C -1.515 2.514 -4.121  -0.033
2 C -1.141 1.351 -3.425  -0.226
3 C 0.241 1.072 -3.230  -0.172
4 C 1.212 1.945 -3.795  -0.132
5 C 0.806 3.072 -4.518  -0.019
6 C -0.556 3.374 -4.673  -0.047
7 C 2.663 1.611 -3.522  -0.063
8 C 2.875 0.114 -3.577  -0.134
9 C 1.840 -0.677 -3.025  -0.207
10 C 1.974 -2.092 -2.992  -0.218
11 C 3.166 -2.675 -3.451  -0.028
12 C 4.198 -1.889 -3.985  -0.049
13 C 4.039 -0.497 -4.060  -0.017
14 H -2.583 2.726 -4.258  0.120
15 H 1.568 3.733 -4.948  0.122
16 H -0.868 4.266 -5.226  0.116
17 H 3.336 2.144 -4.213  0.131
18 H 3.272 -3.766 -3.420  0.119
19 H 5.116 -2.361 -4.350  0.115
20 H 4.838 0.126 -4.479  0.121
21 N 0.669 -0.075 -2.533  -0.001
22 Rh 0.172 -0.422 -0.534  0.395
23 C -2.185 0.403 -2.894  -0.280
24 H -1.996 -0.627 -3.253  0.091
25 H -3.199 0.712 -3.201  0.099
26 C 0.813 -2.937 -2.536  -0.264
27 H -0.085 -2.698 -3.139  0.096
28 H 1.033 -4.014 -2.645  0.101
29 P -2.040 0.308 -1.042  0.792
30 P 0.281 -2.604 -0.785  0.715
31 C 1.491 -3.513 0.260  -0.240
32 H 1.183 -3.445 1.316  0.034
33 H 1.559 -4.572 -0.043  0.056
34 H 2.471 -3.022 0.146  0.042
35 C -1.252 -3.618 -0.612  -0.242
36 H -1.025 -4.694 -0.715  0.054
37 H -1.706 -3.430 0.374  0.023
38 H -1.968 -3.323 -1.396  0.034
39 C -2.468 2.030 -0.517  -0.260
40 H -3.358 2.408 -1.050  0.060
41 H -2.655 2.043 0.570  0.021
42 H -1.609 2.685 -0.740  0.043
43 C -3.533 -0.640 -0.503  -0.225
44 H -3.481 -0.801 0.587  0.016
45 H -4.462 -0.097 -0.751  0.061
46 H -3.544 -1.623 -0.999  0.036
47 H 2.914 1.957 -2.493  0.146
48 H 1.761 -0.746 -0.334  0.009
49 C -1.211 4.087 4.595  -0.072
50 C -1.059 4.327 3.229  -0.071
51 C -0.807 3.266 2.357  -0.102
52 C -0.697 1.952 2.836  -0.364
53 C -0.838 1.721 4.222  -0.078
54 C -1.103 2.786 5.091  -0.058
55 P -0.305 0.659 1.612  0.955
56 C 1.354 0.376 2.279  -0.379
57 C 2.460 0.932 1.624  -0.129
58 C 3.752 0.727 2.122  -0.067
59 C 3.947 -0.027 3.283  -0.068
60 C 2.851 -0.581 3.945  -0.064
61 C 1.561 -0.384 3.447  -0.087
62 C -1.540 -0.499 2.308  -0.380
63 C -1.201 -1.843 2.482  -0.136
64 C -2.091 -2.751 3.061  -0.069
65 C -3.349 -2.320 3.483  -0.064
66 C -3.710 -0.980 3.333  -0.062
67 C -2.814 -0.071 2.755  -0.112
68 H -1.407 4.911 5.268  0.106
69 H -1.131 5.336 2.843  0.105
70 H -0.676 3.477 1.304  0.084
71 H -0.756 0.729 4.638  0.102
72 H -1.219 2.604 6.151  0.107
73 H 2.323 1.519 0.725  0.083
74 H 4.604 1.155 1.610  0.105
75 H 4.945 -0.182 3.670  0.106
76 H 2.998 -1.163 4.846  0.107
77 H 0.737 -0.826 3.985  0.092
78 H -0.233 -2.181 2.181  0.058
79 H -1.804 -3.785 3.185  0.110
80 H -4.039 -3.023 3.932  0.109
81 H -4.683 -0.645 3.666  0.111
82 H -3.123 0.960 2.655  0.109



2.
C37H40O2P2Sn as an isolated structure at a distorted geometry, computed with the ωB97M-V functional and the def2-TZVPD basis.

Output
- electronic energy (eV) = -67519.768
- Kohn-Sham gap (eV) = 7.0

Each line ends with the Löwdin charge.
Geometry (Å):
1 Sn -0.083 -4.117 4.731  1.213
2 C 4.433 -4.217 3.157  -0.134
3 C 4.096 -3.005 2.719  -0.114
4 C 4.102 -2.561 1.290  -0.200
5 C 2.826 -2.817 0.436  -0.182
6 C 2.250 -4.192 0.453  -0.120
7 C 2.920 -5.332 0.675  -0.107
8 C 4.400 -5.446 0.871  -0.198
9 C 4.926 -5.352 2.329  -0.183
10 C -0.889 -5.128 2.961  -0.342
11 H 4.315 -4.462 4.214  0.097
12 H 3.707 -2.264 3.427  0.100
13 H 4.960 -3.008 0.782  0.093
14 H 4.245 -1.468 1.314  0.105
15 H 2.046 -2.095 0.722  0.087
16 H 3.103 -2.582 -0.602  0.116
17 H 1.166 -4.236 0.312  0.095
18 H 2.378 -6.285 0.724  0.106
19 H 4.930 -4.729 0.245  0.093
20 H 4.672 -6.450 0.519  0.107
21 H 4.691 -6.290 2.854  0.104
22 H 6.024 -5.266 2.272  0.117
23 H -1.382 -6.027 3.339  -0.008
24 H -0.111 -5.363 2.230  -0.022
25 H -1.619 -4.422 2.565  -0.032
26 P -1.459 4.027 -0.127  0.990
27 P -2.962 2.310 -2.312  0.989
28 C -0.788 3.935 -1.815  -0.327
29 C -1.486 3.261 -2.773  -0.352
30 C -1.219 5.814 0.265  -0.397
31 C -0.284 6.636 -0.386  -0.096
32 C -0.094 7.961 0.034  -0.085
33 C -0.863 8.487 1.074  -0.093
34 C -1.837 7.692 1.690  -0.090
35 C -2.027 6.372 1.278  -0.110
36 C -0.114 3.198 0.813  -0.374
37 C -0.022 1.802 0.652  -0.103
38 C 1.022 1.111 1.265  -0.085
39 C 1.962 1.806 2.037  -0.091
40 C 1.838 3.185 2.226  -0.087
41 C 0.784 3.886 1.636  -0.086
42 C -4.041 2.879 -3.736  -0.361
43 C -4.482 4.219 -3.704  -0.113
44 C -5.135 4.782 -4.805  -0.092
45 C -5.381 4.005 -5.946  -0.099
46 C -5.011 2.658 -5.958  -0.089
47 C -4.371 2.090 -4.848  -0.088
48 C -2.500 0.626 -2.864  -0.417
49 C -3.317 -0.434 -2.426  -0.113
50 C -3.093 -1.720 -2.913  -0.088
51 C -2.044 -1.956 -3.810  -0.091
52 C -1.195 -0.916 -4.185  -0.084
53 C -1.395 0.375 -3.686  -0.092
54 H 0.192 4.385 -2.023  0.070
55 H -1.225 3.310 -3.843  0.083
56 H 0.310 6.249 -1.211  0.085
57 H 0.662 8.581 -0.457  0.104
58 H -0.709 9.518 1.405  0.103
59 H -2.448 8.103 2.496  0.103
60 H -2.796 5.755 1.743  0.097
61 H -0.760 1.276 0.044  0.094
62 H 1.097 0.032 1.141  0.084
63 H 2.794 1.264 2.493  0.099
64 H 2.563 3.728 2.832  0.103
65 H 0.669 4.957 1.804  0.099
66 H -4.290 4.829 -2.820  0.099
67 H -5.447 5.831 -4.779  0.103
68 H -5.864 4.453 -6.819  0.101
69 H -5.212 2.043 -6.840  0.103
70 H -4.107 1.032 -4.865  0.097
71 H -4.122 -0.235 -1.717  0.101
72 H -3.740 -2.535 -2.595  0.102
73 H -1.890 -2.961 -4.213  0.104
74 H -0.368 -1.098 -4.873  0.104
75 H -0.707 1.177 -3.944  0.090
76 C 2.097 -7.820 5.268  0.000
77 C 1.508 -6.473 4.900  -0.679
78 O 0.442 -6.093 5.574  -0.290
79 O 2.004 -5.762 3.998  -0.077
80 H 1.865 -8.073 6.305  0.078
81 H 3.193 -7.818 5.151  0.083
82 H 1.693 -8.627 4.630  0.093



3.
C37H40O2P2Sn as an isolated structure at a distorted geometry, computed with the ωB97M-V functional and the def2-TZVPD basis.

Output
- total charge = +2
- electronic energy (eV) = -67500.002
- Kohn-Sham gap (spin up / spin down) (eV) = 5.4 / 5.3

Each line ends with the Löwdin charge.
Geometry (Å):
1 Sn 1.429 -1.315 0.441  1.349
2 C 5.818 -1.742 -0.594  -0.082
3 C 5.589 -0.770 -1.477  -0.132
4 C 5.826 -0.977 -2.946  -0.166
5 C 5.451 -2.386 -3.540  -0.161
6 C 4.268 -3.140 -3.025  -0.133
7 C 4.300 -3.889 -1.919  -0.098
8 C 5.615 -4.218 -1.314  -0.175
9 C 6.499 -3.011 -0.995  -0.177
10 C -0.695 -0.764 -0.160  -0.199
11 H 5.688 -1.602 0.482  0.095
12 H 5.446 0.280 -1.162  0.090
13 H 6.900 -0.848 -3.153  0.133
14 H 5.326 -0.206 -3.539  0.084
15 H 5.327 -2.236 -4.622  0.121
16 H 6.368 -2.988 -3.478  0.106
17 H 3.441 -3.204 -3.730  0.088
18 H 3.442 -4.445 -1.530  0.067
19 H 6.204 -4.829 -2.023  0.136
20 H 5.484 -4.830 -0.420  0.112
21 H 7.205 -3.280 -0.196  0.129
22 H 7.143 -2.821 -1.866  0.103
23 H -1.361 -0.985 0.681  0.038
24 H -1.110 -1.147 -1.098  -0.015
25 H -0.584 0.334 -0.233  0.029
26 P 2.734 0.688 -0.816  1.038
27 P 0.718 -2.302 -2.205  1.081
28 C 2.819 -0.256 -2.340  -0.280
29 C 2.095 -1.327 -2.847  -0.271
30 C 2.985 2.415 -1.313  -0.343
31 C 4.042 2.808 -2.168  -0.081
32 C 4.230 4.161 -2.485  -0.052
33 C 3.359 5.150 -1.999  -0.032
34 C 2.316 4.769 -1.134  -0.046
35 C 2.128 3.429 -0.828  -0.075
36 C 3.844 0.388 0.679  -0.372
37 C 3.819 -0.839 1.419  -0.276
38 C 4.363 -0.926 2.711  -0.047
39 C 5.150 0.113 3.206  -0.029
40 C 5.270 1.277 2.446  -0.020
41 C 4.622 1.418 1.220  -0.052
42 C -0.648 -2.269 -3.394  -0.341
43 C -1.020 -1.022 -3.963  -0.076
44 C -2.008 -0.974 -4.947  -0.043
45 C -2.640 -2.151 -5.364  -0.025
46 C -2.325 -3.369 -4.758  -0.045
47 C -1.342 -3.440 -3.781  -0.056
48 C 0.616 -3.917 -1.340  -0.386
49 C -0.090 -4.032 -0.109  -0.139
50 C 0.052 -5.164 0.691  -0.042
51 C 0.863 -6.231 0.267  -0.018
52 C 1.531 -6.140 -0.966  -0.043
53 C 1.305 -5.051 -1.816  -0.107
54 H 3.486 0.264 -3.041  0.065
55 H 2.263 -1.592 -3.898  0.093
56 H 4.717 2.066 -2.599  0.096
57 H 5.073 4.440 -3.121  0.118
58 H 3.495 6.199 -2.278  0.122
59 H 1.643 5.517 -0.697  0.124
60 H 1.288 3.168 -0.179  0.088
61 H 3.536 -1.821 0.944  0.046
62 H 4.147 -1.814 3.311  0.131
63 H 5.643 0.012 4.176  0.128
64 H 5.863 2.102 2.826  0.124
65 H 4.728 2.344 0.665  0.116
66 H -0.539 -0.107 -3.614  0.113
67 H -2.274 -0.010 -5.370  0.121
68 H -3.376 -2.113 -6.164  0.126
69 H -2.856 -4.275 -5.049  0.125
70 H -1.109 -4.393 -3.294  0.111
71 H -0.724 -3.216 0.249  0.080
72 H -0.444 -5.198 1.659  0.125
73 H 0.980 -7.112 0.890  0.123
74 H 2.249 -6.905 -1.249  0.126
75 H 1.745 -5.031 -2.817  0.123
76 C -0.061 1.736 3.351  0.028
77 C 0.544 0.987 2.178  -0.646
78 O 0.764 1.616 1.107  -0.095
79 O 0.686 -0.289 2.339  -0.158
80 H -0.811 2.446 2.995  0.096
81 H 0.754 2.279 3.840  0.098
82 H -0.485 0.986 4.022  0.089